Formula: C8H14CaF8N4O22S8
Source: the OMol25 dataset
Level of theory: wB97M-V/def2-TZVPD

The maximum force comes out at 0.1890 Eh/bohr. For the calculated total energy, the calculation gives -6849.637587 Ha. The calculation puts the HOMO energy at -5.4 eV. The LUMO energy is 3.81 eV. For the frontier orbital gap, the calculation gives 9.18 eV.

```
! RIJCOSX wB97M-V def2-TZVPD def2/J DEFGRID3
* xyz -2 1
Ca 17.616 -22.387 2.426
S 15.562 -20.752 4.528
S 17.776 -20.678 -0.438
S 16.041 -27.232 3.776
S 19.994 -19.295 2.634
S 16.425 -22.300 5.965
S 17.504 -26.320 2.247
S 22.188 -19.908 1.751
S 19.102 -22.516 -0.802
F 14.802 -28.210 4.029
F 17.778 -26.313 0.704
F 22.791 -20.220 0.243
F 16.846 -20.293 0.864
F 20.083 -23.417 0.025
F 17.260 -23.729 5.762
F 18.806 -18.235 2.235
F 15.634 -20.198 3.040
O 21.486 -24.452 4.155
O 20.100 -21.685 -1.501
O 14.736 -24.217 0.159
O 13.446 -23.965 1.926
O 16.042 -19.573 5.282
O 16.997 -27.816 4.687
O 18.786 -26.613 2.804
O 17.115 -24.902 2.322
O 16.783 -20.877 -1.441
O 19.134 -20.466 2.790
O 23.284 -19.193 2.370
O 14.131 -21.076 4.649
O 18.624 -19.500 -0.412
O 15.155 -22.816 6.477
O 15.292 -22.560 1.552
O 21.911 -21.302 2.091
O 20.405 -18.637 3.880
O 15.497 -25.923 4.228
O 20.532 -22.525 5.004
O 19.617 -23.498 3.174
O 17.305 -21.619 6.847
O 18.343 -23.484 -1.521
N 16.507 -21.928 4.267
N 16.262 -27.562 2.280
N 18.404 -21.979 0.446
N 21.022 -19.026 1.203
C 20.487 -23.470 4.029
C 13.925 -25.368 0.219
C 14.536 -23.478 1.248
C 21.546 -25.545 3.261
C 22.997 -22.030 5.194
C 11.522 -24.454 0.595
C 21.640 -22.378 5.899
C 12.842 -25.006 1.269
H 10.782 -25.166 0.230
H 23.084 -22.696 4.336
H 12.522 -25.804 1.939
H 11.781 -23.761 -0.205
H 21.656 -23.359 6.373
H 10.888 -23.808 1.202
H 23.842 -22.287 5.831
H 21.306 -21.761 6.733
H 13.367 -25.517 -0.705
H 21.294 -26.381 3.913
H 14.404 -26.273 0.595
H 20.829 -25.489 2.441
H 23.112 -21.006 4.836
H 22.523 -25.612 2.781
*
```

***

Formula: CH4NOP
Source: the OMol25 dataset
Level of theory: wB97M-V/def2-TZVPD

The maximum force comes out at 0.0553 Eh/bohr. For the calculated total energy, the calculation gives -511.670378 Ha. The calculation puts the HOMO energy (alpha / beta) at -8.2 / -9.5 eV. The LUMO energy (alpha / beta) is -1.35 / -1.03 eV. For the frontier orbital gap (alpha / beta), the calculation gives 6.88 / 8.49 eV. The energy above the lowest of the compared OMol25 structures with the same formula, charge and spin is 121.6 kcal per mole.

```
! RIJCOSX wB97M-V def2-TZVPD def2/J DEFGRID3
* xyz 0 1
P 1.750 1.068 1.720
O -0.100 -0.158 0.820
N -0.717 0.484 -0.117
C -1.768 0.101 -0.749
H -2.184 -0.804 -0.462
H 2.398 0.203 0.890
H -2.169 0.860 -1.388
H 1.765 0.137 2.713
*
```

***

Formula: C3H10O3
Source: the OMol25 dataset
Level of theory: wB97M-V/def2-TZVPD

The maximum force comes out at 0.1277 Eh/bohr. For the calculated total energy, the calculation gives -345.939533 Ha. The calculation puts the HOMO energy at -10.1 eV. The SMILES is CCC=O.O.O. The LUMO energy is 0.36 eV. For the frontier orbital gap, the calculation gives 10.43 eV. The energy above the lowest of the compared OMol25 structures with the same formula, charge and spin is 47.0 kcal per mole.

```
! RIJCOSX wB97M-V def2-TZVPD def2/J DEFGRID3
* xyz 0 1
O -2.716 0.222 2.059
O 1.976 0.306 -2.692
O -0.697 0.664 -2.485
C 0.831 -0.819 1.344
C -0.530 -0.247 0.971
C -1.566 -0.343 1.988
H 1.155 -1.508 0.689
H -1.457 -1.007 2.770
H 1.369 1.165 -2.419
H -0.952 -0.688 0.041
H -0.543 1.410 -3.002
H 1.499 0.102 1.335
H -1.007 1.059 -1.707
H -0.487 0.762 0.516
H 2.287 -0.043 -1.840
H 0.838 -1.034 2.431
*
```

***

Formula: C4H7NS2
Source: the OMol25 dataset
Level of theory: wB97M-V/def2-TZVPD

The maximum force comes out at 0.0922 Eh/bohr. For the calculated total energy, the calculation gives -1007.577744 Ha. The calculation puts the HOMO energy (alpha / beta) at -7.6 / -8.2 eV. The LUMO energy (alpha / beta) is 0.02 / -0.13 eV. For the frontier orbital gap (alpha / beta), the calculation gives 7.67 / 8.09 eV. The energy above the lowest of the compared OMol25 structures with the same formula, charge and spin is 98.2 kcal per mole.

```
! RIJCOSX wB97M-V def2-TZVPD def2/J DEFGRID3
* xyz 0 1
S -1.634 1.371 1.759
S -0.827 -1.575 1.697
N 0.716 0.465 1.007
C -0.620 -0.387 -1.388
C 1.386 0.272 -0.034
C -0.598 0.127 1.118
C 0.831 -0.185 -1.440
H 1.172 0.518 -2.255
H 2.545 0.477 -0.008
H -1.465 2.243 0.601
H 1.436 -1.154 -1.523
H -0.572 -1.474 2.920
H -0.968 -1.214 -0.922
H -1.400 0.517 -1.532
*
```